# 1
27
Properties=species:S:1:pos:R:3:lowdin_charge:R:1 method="wB97M-V/def2-TZVPD" fmax_ha_per_bohr=0.00909 smiles=CO[C@@H](C)[C@H](C)C(C)C e_above_lowest_kj_mol=36.38 lumo_energy_ev=1.0 homo_lumo_gap_ha=0.394
C -2.46 1.52 -1.71 -0.11
O -1.34 0.68 -1.61 -0.17
C -0.93 0.39 -0.28 -0.38
C -1.89 -0.58 0.42 -0.02
C 0.52 -0.14 -0.40 -0.31
C 0.52 -1.44 -1.22 -0.06
C 1.22 -0.33 0.96 -0.41
C 2.69 -0.72 0.75 -0.08
C 1.17 0.93 1.82 -0.07
H -3.38 1.03 -1.38 0.08
H -2.33 2.44 -1.13 0.09
H -2.55 1.77 -2.77 0.09
H -0.91 1.34 0.28 0.13
H -1.49 -0.86 1.39 0.08
H -2.85 -0.11 0.57 0.07
H -2.03 -1.47 -0.19 0.08
H 1.06 0.62 -0.96 0.15
H -0.16 -1.33 -2.06 0.08
H 1.51 -1.64 -1.61 0.07
H 0.21 -2.28 -0.61 0.08
H 0.74 -1.14 1.50 0.13
H 3.20 0.04 0.15 0.09
H 2.78 -1.68 0.24 0.07
H 3.20 -0.80 1.70 0.07
H 0.16 1.14 2.17 0.07
H 1.80 0.81 2.70 0.08
H 1.53 1.79 1.26 0.09

***

# 2
27
Properties=species:S:1:pos:R:3:lowdin_charge:R:1 method="wB97M-V/def2-TZVPD" fmax_ha_per_bohr=0.08091 e_above_lowest_kj_mol=264.70 lumo_energy_ev=0.5 homo_lumo_gap_ha=0.369
C 1.53 0.79 0.51 -0.50
C 1.54 1.46 -0.86 -0.09
C 0.84 1.69 1.54 -0.09
C 2.94 0.42 0.96 -0.09
H 0.94 -0.13 0.43 0.11
H 2.93 -0.08 1.93 0.07
H 3.42 -0.24 0.24 0.07
H 0.52 1.70 -1.17 0.06
H 2.12 2.39 -0.83 0.08
H 2.00 0.82 -1.61 0.07
H 1.41 2.62 1.67 0.08
H 0.77 1.20 2.51 0.08
H -0.17 1.95 1.20 0.06
H 3.56 1.32 1.06 0.08
C -2.16 -0.11 0.10 -0.33
C -2.17 -2.68 -0.02 -0.04
C -1.77 -1.38 -0.60 -0.30
C -1.31 -1.17 -1.87 -0.01
O -1.95 0.98 -0.71 -0.17
H -1.79 0.36 -1.77 0.18
H -1.56 -0.04 1.03 0.13
H -3.22 -0.23 0.40 0.13
H -2.29 -3.44 -0.80 0.09
H -1.39 -3.03 0.67 0.09
H -3.10 -2.62 0.54 0.08
H -1.19 -2.02 -2.53 0.07
H -0.44 -0.53 -2.00 0.08

***

# 3
28
Properties=species:S:1:pos:R:3:lowdin_charge:R:1 method="wB97M-V/def2-TZVPD" fmax_ha_per_bohr=0.06736 smiles="C/C=C/C=C/CCC.O.O" e_above_lowest_kj_mol=299.31 lumo_energy_ev=0.6 homo_lumo_gap_ha=0.329
C -2.95 2.43 -0.71 -0.12
C -1.79 1.59 -0.39 -0.17
C -0.78 1.38 -1.23 -0.14
C 0.55 0.94 -0.71 -0.13
C 0.93 0.76 0.55 -0.12
C 2.39 0.44 0.79 -0.21
C 2.45 -1.00 1.45 -0.24
C 2.09 -2.08 0.38 -0.11
H -3.68 1.96 -1.39 0.08
H -2.67 3.43 -1.06 0.08
H -3.58 2.73 0.14 0.07
H -1.74 1.24 0.65 0.11
H -0.79 1.81 -2.23 0.11
H 1.26 1.03 -1.53 0.10
H 0.28 0.77 1.42 0.11
H 2.89 1.09 1.51 0.10
H 3.01 0.49 -0.12 0.11
H 1.87 -0.95 2.36 0.09
H 3.49 -1.32 1.72 0.10
H 1.15 -2.47 0.82 0.06
H 1.84 -1.59 -0.56 0.06
H 2.65 -2.98 0.16 0.06
O -1.37 -1.21 -1.37 -0.06
H -1.41 -2.14 -1.67 0.07
H -1.70 -0.64 -2.05 0.04
O -1.77 -2.03 1.19 -0.06
H -1.05 -1.56 1.61 0.01
H -1.56 -2.12 0.25 -0.01

***

# 4
31
Properties=species:S:1:pos:R:3:lowdin_charge:R:1 method="wB97M-V/def2-TZVPD" fmax_ha_per_bohr=0.05451 smiles="C=CSCCC[Si](OC)(OC)OC" e_above_lowest_kj_mol=0.00 lumo_energy_ev=0.9 homo_lumo_gap_ha=0.340
C -3.32 1.44 0.18 -0.07
C -3.54 0.93 1.38 -0.54
S -3.46 -0.76 1.86 0.87
C -1.79 -1.11 1.33 -0.55
C -0.67 -0.38 1.98 -0.28
C 0.65 -0.90 1.32 -0.16
Si 1.25 -0.20 -0.27 0.29
O 2.29 1.13 -0.06 -0.23
C 3.71 0.85 -0.01 -0.11
O 1.99 -1.40 -1.12 -0.19
C 1.30 -1.99 -2.16 -0.15
O -0.12 0.29 -1.02 -0.23
C -0.13 1.52 -1.75 -0.09
H -3.21 0.78 -0.67 0.06
H -3.63 2.48 -0.07 0.08
H -3.65 1.55 2.25 0.05
H -1.69 -2.19 1.46 0.08
H -1.75 -1.00 0.26 0.06
H -0.68 -0.47 3.06 0.11
H -0.93 0.65 1.87 0.08
H 0.67 -1.99 1.26 0.08
H 1.52 -0.48 1.95 0.10
H 4.27 1.77 -0.15 0.08
H 3.96 0.24 -0.89 0.08
H 3.85 0.41 1.01 0.10
H 0.64 -2.78 -1.81 0.09
H 2.06 -2.44 -2.81 0.09
H 0.80 -1.20 -2.77 0.09
H 0.16 1.23 -2.81 0.11
H -1.12 1.84 -1.62 0.05
H 0.56 2.18 -1.19 0.09

***

# 5
30
Properties=species:S:1:pos:R:3:lowdin_charge:R:1 method="wB97M-V/def2-TZVPD" fmax_ha_per_bohr=0.07481 smiles="C=C(C)O[Si](C)(OCC)OCC" e_above_lowest_kj_mol=0.00 lumo_energy_ev=0.9 homo_lumo_gap_ha=0.368
C -1.87 2.62 0.15 0.04
C -1.19 1.79 0.95 -0.47
C -0.51 2.55 2.08 -0.03
O -1.07 0.44 0.78 -0.07
Si 0.22 0.02 -0.21 0.37
C 0.19 1.02 -1.79 -0.11
O 1.68 0.21 0.63 -0.17
C 2.18 -0.57 1.71 -0.32
C 2.58 -1.91 1.25 -0.11
O 0.11 -1.63 -0.57 -0.18
C -1.19 -2.00 -1.06 -0.31
C -1.31 -2.08 -2.59 -0.07
H -2.46 2.22 -0.67 0.07
H -2.07 3.58 0.44 0.04
H -0.02 3.41 1.65 0.08
H 0.25 1.85 2.39 0.06
H -1.22 2.81 2.95 0.12
H -0.68 1.04 -2.46 0.05
H 0.39 1.98 -1.30 0.03
H 1.13 0.83 -2.36 0.06
H 2.92 0.00 2.36 0.14
H 1.35 -0.76 2.39 0.11
H 2.89 -2.41 2.17 0.08
H 1.78 -2.50 0.85 0.05
H 3.35 -1.96 0.44 0.10
H -1.47 -2.98 -0.66 0.12
H -1.91 -1.31 -0.62 0.09
H -0.80 -3.03 -2.89 0.09
H -2.39 -1.94 -2.88 0.09
H -0.86 -1.26 -3.11 0.04

***

# 6
31
Properties=species:S:1:pos:R:3:lowdin_charge:R:1 method="wB97M-V/def2-TZVPD" multiplicity=3 fmax_ha_per_bohr=0.04188 charge=+2 lumo_energy_ev="-8.5 / -8.5" homo_lumo_gap_ha="0.232 / 0.250"
C 3.46 2.46 0.51 -0.03
O 2.26 1.69 0.33 -0.40
C 1.59 1.37 1.55 -0.18
C 0.34 0.59 1.28 -0.11
C -0.76 1.23 0.50 -0.17
O -0.42 1.28 -0.90 -0.41
C -1.51 1.61 -1.76 -0.03
Yb 1.60 1.12 -1.64 1.67
H 3.89 2.65 -0.47 0.10
H 3.20 3.42 0.99 0.12
H 4.16 1.90 1.13 0.12
H 1.34 2.32 2.06 0.16
H 2.28 0.80 2.18 0.15
H -0.03 0.10 2.18 0.13
H -0.96 2.26 0.83 0.16
H -1.68 0.64 0.59 0.14
H -1.15 1.61 -2.79 0.10
H -2.30 0.85 -1.64 0.11
H -1.89 2.61 -1.49 0.12
H 0.53 -1.12 0.93 0.15
O -3.47 -3.70 -0.38 0.10
C -2.83 -2.58 -0.80 -0.30
C -1.31 -2.67 -0.85 -0.21
O -0.79 -2.79 0.46 -0.15
C 0.55 -2.51 0.58 -0.07
H -3.10 -1.69 -0.16 0.14
H -3.16 -2.28 -1.82 0.15
H -0.92 -1.78 -1.37 0.10
H -1.00 -3.56 -1.42 0.15
H 0.94 -2.80 1.56 0.10
H 1.17 -3.03 -0.17 0.11